84
Properties=species:S:1:pos:R:3:mulliken_charge:R:1 method="wB97M-V/def2-TZVPD" homo_energy_ev=-3.547 charge=-1 relative_energy_kcal_mol=20.1
Rb 0.1038 -0.6069 0.1994 0.70
C -3.0680 1.2104 0.4849 -0.57
C -3.3170 1.1373 -1.0314 -1.02
N -2.1909 0.5109 -1.6946 0.19
C -2.4658 -0.5340 -2.6537 -0.80
C -3.0006 -1.8032 -1.9580 -1.04
N -2.1922 -2.1528 -0.8111 0.08
C -2.8674 -2.4309 0.4418 -0.85
C -3.5336 -1.1670 1.0107 -0.93
N -2.6050 -0.0641 0.9779 0.35
H -3.9909 1.5747 0.9748 0.28
H -2.2791 1.9384 0.6507 0.15
H -3.5221 2.1510 -1.4006 0.47
H -4.2151 0.5443 -1.2272 0.36
H -1.5217 1.1903 -2.0228 0.13
H -1.5244 -0.7847 -3.1485 0.38
H -3.1892 -0.2394 -3.4376 0.29
H -3.0445 -2.6032 -2.7087 0.47
H -4.0286 -1.6246 -1.6314 0.40
H -1.4964 -2.8504 -1.0295 0.28
H -2.1032 -2.7471 1.1551 0.34
H -3.6209 -3.2360 0.3644 0.33
H -3.9050 -1.4032 2.0177 0.42
H -4.4112 -0.9112 0.4104 0.36
H -2.0402 0.0072 1.8138 0.22
C 2.7207 5.2041 -2.0010 -1.10
N 2.1124 3.9024 -2.1770 0.17
C 2.3810 3.1508 -3.3857 -1.24
C 1.3973 3.2731 -1.1765 0.18
N 0.7501 2.1886 -1.3036 -0.26
N 1.5065 3.9250 0.0639 -0.15
C 0.8550 3.4941 1.2329 0.35
N 1.7000 3.4873 2.3425 -0.68
N -0.3770 3.2217 1.2506 -0.63
H 2.8721 5.6632 -2.9763 0.42
H 3.6984 5.1594 -1.4998 0.29
H 2.0627 5.8544 -1.4259 0.37
H 3.1403 3.6702 -3.9654 0.39
H 1.4859 3.0469 -4.0074 0.32
H 2.7512 2.1500 -3.1488 0.39
H 0.7707 1.8003 -2.2393 0.16
H 2.4169 4.3204 0.2340 0.30
H 2.6619 3.2533 2.1512 0.30
H 1.3252 2.9226 3.0930 0.33
H -0.6564 2.8446 2.1536 0.19
C 1.4130 -3.5245 -4.3496 -0.88
C 2.8029 -3.5057 -4.3772 -0.54
C 3.4854 -2.9057 -3.3344 -0.82
C 2.7887 -2.3482 -2.2494 0.30
C 1.3755 -2.3066 -2.1974 0.23
C 0.7413 -2.8965 -3.3046 -0.27
C 3.5623 -1.8447 -1.0993 0.00
C 4.7657 -2.4983 -0.7019 -0.82
C 5.4257 -2.1091 0.4217 -1.01
C 4.9059 -1.0458 1.1956 0.94
C 5.4622 -0.6376 2.4234 -0.75
C 4.8897 0.3795 3.1383 -1.16
C 3.7592 1.0445 2.6290 -0.25
C 3.2051 0.6842 1.4281 0.91
C 3.7374 -0.4079 0.6998 -0.73
N 3.0973 -0.8104 -0.4214 0.18
H 0.8606 -4.0245 -5.1415 0.36
H 3.3447 -3.9507 -5.2046 0.36
H 4.5708 -2.8365 -3.3839 0.41
H -0.3501 -2.8716 -3.3542 0.11
H 5.1232 -3.3385 -1.2809 0.47
H 6.3301 -2.6110 0.7477 0.41
H 6.3345 -1.1559 2.8065 0.38
H 5.2909 0.6693 4.1013 0.38
H 3.3207 1.8354 3.2229 0.32
H 2.3269 1.1783 1.0221 0.32
Br 3.5480 -3.9247 6.0604 -0.22
C 2.2613 -2.5323 5.8711 -0.02
C 1.9184 -1.7798 6.9823 -0.20
N 1.0415 -0.7841 6.9156 -0.69
C 0.5007 -0.5104 5.7279 -0.02
C 0.7757 -1.2239 4.5697 0.09
C 1.6770 -2.2773 4.6468 -0.28
C 0.1105 -0.8790 3.2315 0.42
O -0.1056 -1.8524 2.4829 -0.77
O -0.1571 0.3308 3.0392 -0.66
H 2.3600 -1.9824 7.9516 0.37
H -0.1886 0.3253 5.6910 0.50
H 1.8932 -2.8619 3.7625 0.52